(1)
The following is a quantum chemistry calculation of C6H14NOPS in the gas phase at a distorted geometry, from OMol25.

The HOMO energy is -8.13 eV. As for the energy above the lowest of the compared OMol25 structures with the same formula, charge and spin: 2.517 eV. As for the LUMO energy: 0.47 eV. Its SMILES is N=[P@](O)(S)C1CCCCC1. The calculation puts the gap between HOMO and LUMO at 8.60 eV.

Geometry as XYZ:
```
24
Properties=species:S:1:pos:R:3:forces:R:3
N -0.28458 -3.32315 0.31066 -1.6060 5.0887 0.8858
P -0.13633 -1.60197 1.36370 0.0900 -3.8429 -1.8817
O 1.24420 -1.76593 2.16233 0.3751 -1.2365 0.2979
S -1.64615 -1.35778 2.83195 0.4478 -0.2159 -0.5184
C 0.22539 0.06953 0.72705 0.3423 -2.1011 -1.7240
C 1.19955 -0.24632 -0.49747 -1.5802 0.4794 -0.1750
C 1.41421 1.06844 -1.37606 0.8638 -2.3048 -0.4219
C 0.02548 1.56501 -1.78090 0.1792 2.1043 0.7528
C -0.81587 1.92726 -0.54777 -0.5476 2.3762 -0.7918
C -1.05090 0.72787 0.31365 0.6842 2.2697 1.6648
H -1.08847 -3.08516 -0.43801 1.9555 -0.4123 1.9693
H 1.49855 -2.71115 2.26673 -0.3008 0.7409 -0.1321
H -2.21853 -2.24727 2.02370 -0.6973 -0.3369 0.2405
H 0.70105 0.49880 1.54776 0.9682 1.1900 1.3666
H 0.46024 -0.89351 -1.09465 1.8536 0.2479 0.3696
H 2.12887 -0.79342 -0.11885 -1.3440 0.7640 -0.9075
H 2.09312 0.76329 -2.28691 -1.3523 0.8086 1.6457
H 1.94239 1.76702 -0.74455 0.2721 0.5280 -0.0719
H 0.03998 2.57250 -2.30695 0.2166 -1.7356 -0.3660
H -0.47236 0.73988 -2.23050 -0.4770 -0.3158 -1.3819
H -0.27303 2.81112 -0.15483 -0.1323 -0.6915 0.8584
H -1.81886 2.44068 -0.81875 1.3750 -1.1863 0.0243
H -1.66801 0.99920 1.19866 0.1800 -0.5485 -0.7099
H -1.49993 0.07505 -0.34999 -1.7660 -1.6695 -0.9936
```
Forces are in eV/Å.

These are the natural (NBO) partial charges, in e, on atoms 1 to 8: N -1.11; P 1.63; O -1.01; S -0.30; C -0.56; C -0.41; C -0.40; C -0.41

(2)
The following is a quantum chemistry calculation of a 2-piece molecular cluster, H5NO overall at a distorted geometry, from OMol25.

The HOMO energy is -10.03 eV. As for the energy above the lowest of the compared OMol25 structures with the same formula, charge and spin: 0.270 eV. As for the LUMO energy: 0.98 eV. Its SMILES is N.O. The calculation puts the gap between HOMO and LUMO at 11.00 eV.

Geometry as XYZ:
```
7
Properties=species:S:1:pos:R:3:forces:R:3
N -0.49097 -1.28616 -0.12421 -0.0649 -0.2016 -0.4502
H -0.55028 -0.51304 -0.79458 0.1161 -0.4414 0.3169
H -1.19223 -1.97883 -0.40540 0.3588 0.3203 0.0890
H 0.42743 -1.72264 -0.25325 -0.4429 0.2821 0.0556
O 0.89563 1.68712 0.29499 -0.8418 0.5565 0.6076
H 0.95846 1.98820 1.22969 -0.1352 -0.3708 -1.0103
H -0.04803 1.82534 0.05278 1.0098 -0.1452 0.3915
```
Forces are in eV/Å.

Charges obtained by natural (NBO) population analysis, quoted in units of e: N -1.07; H 0.35; H 0.35; H 0.36; O -0.94; H 0.47; H 0.47

(3)
The following is a quantum chemistry calculation of C17H30CsNSi as an isolated structure at a distorted geometry, from OMol25.

The HOMO energy is -3.51 eV. As for the energy above the lowest of the compared OMol25 structures with the same formula, charge and spin: 0.000 eV. As for the LUMO energy: -1.57 eV. The calculation puts the gap between HOMO and LUMO at 1.94 eV.

Geometry as XYZ:
```
50
Properties=species:S:1:pos:R:3:forces:R:3
C -0.65412 1.31307 -4.26799 -0.2117 -0.4604 -1.0056
N -0.75729 -0.00785 -4.87241 0.3223 -0.0189 0.8549
C -0.34230 -1.06224 -3.96544 -0.6184 0.9138 -0.3161
C -0.71202 -0.80081 -2.45381 0.4392 -1.1577 0.1168
C -0.76979 -2.11430 -1.57698 -0.1469 0.5569 -0.7593
C -2.09709 -2.22801 -0.72816 0.9046 -1.2726 -0.4011
C -1.78852 -3.15184 0.51346 -1.2184 -0.2735 -0.1316
C -2.19187 -2.57248 1.91984 1.0611 -0.1778 -0.1345
C -1.90869 -1.05035 2.12247 -0.1599 0.2362 0.6570
C -0.40137 -0.64176 2.00001 -0.0341 0.0394 0.0772
Si -0.15752 1.22943 1.68117 -0.7231 -0.0840 -0.8064
C -0.93160 2.33598 3.01146 -0.0300 0.6139 0.0969
C -0.97551 1.69875 0.00949 0.6307 -0.1276 0.1659
C 1.72102 1.51037 1.43884 1.1519 0.1795 0.0288
C 2.60503 0.47058 2.00024 2.7948 2.8838 -1.6639
C 4.08955 0.62304 1.79941 -6.4420 4.2419 3.1959
C 4.55066 1.89222 0.99703 -2.1208 2.0463 1.1761
C 3.60202 2.93008 0.48272 -0.5839 -3.0582 1.9017
C 2.17069 2.72156 0.70935 1.8660 -2.2555 1.3042
H -0.55340 2.06812 -5.09179 -0.1630 -0.4074 0.6312
H -1.61376 1.55513 -3.72216 0.8479 0.2426 0.0716
H 0.23612 1.46018 -3.58997 -0.4663 0.0247 -0.1323
H 0.78728 -1.19913 -4.04486 -0.3696 -0.2159 0.3961
H -0.82619 -2.01397 -4.30843 0.4874 0.5032 0.2894
H 0.09393 -0.16330 -2.02201 -0.9498 -0.0390 -0.2497
H -1.72059 -0.33039 -2.41011 0.8188 -0.0038 -0.0721
H 0.15034 -2.20306 -0.94049 -0.8592 0.1728 -0.3060
H -0.71136 -2.97987 -2.28894 -0.1411 0.5020 0.7059
H -2.83158 -2.76462 -1.38327 0.4418 0.6117 0.5605
H -2.56532 -1.25195 -0.48244 0.5927 -0.5253 -0.0018
H -2.40144 -4.08283 0.37631 0.6231 0.6289 0.2358
H -0.72810 -3.50046 0.46140 -0.7553 0.5145 0.2718
H -3.24520 -2.84242 2.15378 0.5867 0.4511 -0.2052
H -1.55374 -3.11474 2.67069 -0.6488 0.4130 -0.4445
H -2.23819 -0.80487 3.16849 0.2346 -0.0828 -0.8437
H -2.51785 -0.38253 1.46498 0.2803 -0.7719 0.3278
H 0.09745 -1.16816 1.14621 -0.3705 0.2637 0.6205
H 0.12889 -0.91068 2.94545 -0.2821 -0.0693 -0.6397
H -0.70692 3.41071 2.77338 -0.0637 -0.8739 0.1859
H -2.04907 2.26293 2.95785 0.9090 -0.1538 0.1790
H -0.56942 2.14238 4.04583 -0.3728 0.0688 -0.6384
H -0.17221 1.69677 -0.76892 -0.7872 0.0221 0.4272
H -1.69992 0.90186 -0.26487 0.2991 0.7260 0.0293
H -1.44741 2.70700 0.03244 0.1624 -0.7665 -0.0597
H 2.21732 -0.40915 2.54548 0.2270 0.7240 -0.4678
H 4.77336 -0.19763 2.22591 -2.8679 2.7504 2.0376
H 5.68867 2.04369 0.80109 -2.4211 0.4207 0.5997
H 3.93004 3.82291 -0.07853 0.1261 -0.7834 0.4412
H 1.41445 3.44619 0.35415 0.6369 -0.5644 0.1748
Cs 5.58256 -0.29359 0.45262 7.3631 -6.6083 -8.4810
```
Forces are in eV/Å.

These are the Mulliken partial charges, in e, on atoms 1 to 8: C -0.48; N -0.77; C -0.26; C -0.25; C -0.59; C -0.68; C -0.88; C -0.97

(4)
The following is a quantum chemistry calculation of an isolated ion of composition C8H10N2P and charge +1 at a distorted geometry, from OMol25.

The HOMO energy (spin up / spin down) is -12.52 / -12.52 eV. The total charge is +1. As for the energy above the lowest of the compared OMol25 structures with the same formula, charge and spin: 3.753 eV. As for the LUMO energy (spin up / spin down): -5.73 / -5.73 eV. The calculation puts the gap between HOMO and LUMO (spin up / spin down) at 6.79 / 6.78 eV.

Geometry as XYZ:
```
21
Properties=species:S:1:pos:R:3:forces:R:3
C -2.09294 1.67297 -0.79308 -2.5380 1.4301 0.3343
C -1.55311 1.72598 -2.06752 1.2815 0.1907 0.7206
C -1.59873 0.92880 0.25044 -0.4857 0.7463 1.4624
C -0.32079 1.00323 -2.23543 -0.2265 0.6478 0.7072
C 1.35579 -1.03343 0.96877 3.5587 0.6979 -2.7906
C -0.44202 0.18760 0.18627 0.4167 -0.2959 -1.8197
C 0.00434 0.31655 -1.10346 1.6966 -0.4959 0.2088
C -0.70735 -1.10019 2.26291 -1.2784 -0.9403 2.1779
N 0.13268 -0.60729 1.15101 -3.1064 -0.1033 1.6305
N 2.05231 -0.60371 -0.05496 -2.7731 0.3382 -0.0204
P 3.67347 -1.05952 -0.43629 -0.1939 -1.5614 -0.6848
H -3.00178 2.30668 -0.47380 1.5659 -0.9471 -1.0423
H -1.85891 2.52992 -2.75610 0.0885 -0.9916 -0.0196
H -1.99818 1.16395 1.23048 -0.2491 -0.4855 0.0786
H 0.30700 1.18515 -3.10350 -0.0320 -0.4457 0.1666
H 1.84722 -1.71619 1.62718 -0.3208 -0.3948 0.9119
H -1.72440 -1.60144 2.02776 1.7989 1.0160 -0.5413
H -0.17021 -1.89064 2.84496 -0.0783 0.6675 -0.8196
H -0.95698 -0.34619 3.07384 0.5248 -0.3310 -1.3495
H 3.69418 -0.57746 -1.78680 -0.1445 -0.1971 0.5030
H 3.35842 -2.48478 -0.81269 0.4952 1.4550 0.1861
```
Forces are in eV/Å.

These are the natural (NBO) partial charges, in e, on atoms 1 to 8: C -0.18; C -0.16; C -0.21; C -0.32; C 0.33; C 0.04; C 0.47; C -0.45

(5)
The following is a quantum chemistry calculation of a 2-piece molecular cluster, C2H4O4 overall at a distorted geometry, from OMol25.

The HOMO energy is -10.82 eV. As for the energy above the lowest of the compared OMol25 structures with the same formula, charge and spin: 1.165 eV. As for the LUMO energy: 0.25 eV. Its SMILES is O=CO.O=CO. The calculation puts the gap between HOMO and LUMO at 11.07 eV.

Geometry as XYZ:
```
10
Properties=species:S:1:pos:R:3:forces:R:3
O -1.05123 1.26059 2.22884 -0.6838 0.6660 1.5237
C -1.55341 2.06950 2.98620 1.2722 0.3349 -1.6886
O -2.78500 2.55413 2.84820 -1.1653 -1.1262 -0.4135
H -1.03371 2.69959 3.73491 0.0525 -0.6939 0.0004
H -3.25539 1.95384 2.20757 0.5208 0.8210 0.5777
O 0.29468 3.54289 -6.47809 -2.0554 -0.7809 1.7966
C -0.50314 3.40971 -5.56594 2.0716 2.1288 -0.0872
O -1.40488 2.49259 -5.35754 -1.9064 -1.9865 0.0678
H -0.63170 4.03820 -4.66253 1.1581 1.1200 -0.4498
H -1.89787 2.71800 -4.52198 0.7357 -0.4831 -1.3272
```
Forces are in eV/Å.

These are the natural (NBO) partial charges, in e, on atoms 1 to 8: O -0.58; C 0.64; O -0.67; H 0.12; H 0.49; O -0.55; C 0.66; O -0.65

(6)
The following is a quantum chemistry calculation of an isolated ion of composition C5H13N2OS and charge +1, from OMol25.

The HOMO energy is -13.69 eV. The total charge is +1. As for the energy above the lowest of the compared OMol25 structures with the same formula, charge and spin: 0.081 eV. As for the LUMO energy: -3.69 eV. The calculation puts the gap between HOMO and LUMO at 10.01 eV.

Geometry as XYZ:
```
22
Properties=species:S:1:pos:R:3:forces:R:3
N 1.44465 1.19209 0.87626 -0.1871 -0.4922 -0.0257
C 2.43600 0.23923 0.38972 -0.3061 0.1200 0.0003
C 1.98230 -0.57672 -0.82086 0.3842 0.2718 0.0916
S 0.75001 -1.86319 -0.47582 0.1053 -0.3009 -0.2475
C -0.92198 -1.19645 -0.71422 -0.4654 0.0895 0.1099
C -1.66714 -0.61263 0.50705 0.0651 -0.0904 -0.0416
C -2.47688 0.62246 0.10218 -0.5748 0.0153 0.0543
N -1.70889 1.71720 -0.34829 -0.1217 -0.2075 -0.0468
O -3.68166 0.59816 0.09064 0.6444 -0.0874 -0.2572
H 1.09405 0.93945 1.79086 0.0430 0.1347 0.0034
H 0.66220 1.28062 0.23977 0.0609 0.1945 -0.0213
H 2.71331 -0.44783 1.19587 0.2274 0.1363 -0.1030
H 3.33385 0.77526 0.06613 0.0191 -0.1413 0.0569
H 2.83179 -1.11882 -1.24258 -0.1349 -0.0441 -0.0334
H 1.55817 0.05163 -1.60983 -0.0304 -0.0762 0.0674
H 0.86415 -1.93480 0.86075 -0.1490 0.1350 0.0936
H -0.82822 -0.46923 -1.52743 0.1312 -0.0663 0.1284
H -1.46576 -2.06175 -1.10308 0.0673 0.1596 -0.0137
H -2.38090 -1.35450 0.86829 0.1360 0.1335 0.1112
H -0.98150 -0.35518 1.31883 -0.0046 0.0357 -0.0764
H -2.29849 2.35456 -0.87283 -0.0561 0.1145 0.1841
H -1.25904 2.22044 0.40858 0.1461 -0.0342 -0.0348
```
Forces are in eV/Å.

These are the natural (NBO) partial charges, in e, on atoms 1 to 8: N -0.83; C -0.23; C -0.54; S 0.66; C -0.53; C -0.52; C 0.68; N -0.90

(7)
The following is a quantum chemistry calculation of a 2-piece molecular cluster, C2H7OS overall at a distorted geometry, from OMol25.

The HOMO energy is -2.57 eV. The total charge is -1. As for the energy above the lowest of the compared OMol25 structures with the same formula, charge and spin: 1.512 eV. As for the LUMO energy: 3.68 eV. The calculation puts the gap between HOMO and LUMO at 6.25 eV.

Geometry as XYZ:
```
11
Properties=species:S:1:pos:R:3:forces:R:3
S -1.10125 3.27421 0.18836 0.7585 0.5584 0.0796
H -2.12351 2.45644 0.09260 -0.6735 -0.5536 -0.0610
C 0.86203 -1.35141 -0.09456 -2.8805 5.0264 1.4243
O 1.15441 -0.75685 1.17632 2.4344 0.5261 1.4059
C -0.36287 -0.33832 -0.40872 -0.0425 0.4056 -0.6080
H 1.62122 -1.20603 -0.85616 0.2631 -0.3426 -0.0337
H 0.64653 -2.32939 0.20794 -0.4488 -1.6452 -0.3829
H 1.31216 0.22641 1.14998 -0.4873 -1.5584 -0.4747
H 0.08805 0.71846 -0.41899 -0.5897 -1.4590 -0.4968
H -0.86373 -0.55356 -1.34696 0.0778 0.2167 -0.5587
H -1.23303 -0.13995 0.31018 1.5884 -1.1743 -0.2941
```
Forces are in eV/Å.

These are the natural (NBO) partial charges, in e, on atoms 1 to 8: S -1.06; H 0.08; C -0.07; O -0.76; C -0.67; H 0.16; H 0.17; H 0.48